DFT (ωB97M-V with the def2-TZVPD basis set) results for C28H54AuP2Si as an isolated structure.

Geometry as XYZ:
```
86
Properties=species:S:1:pos:R:3
Au 0.57518 2.41914 -5.28696
C -0.60167 -2.77321 0.66395
C 0.76578 -2.86957 0.29914
C 0.54967 -1.12388 1.78052
C -0.73926 -1.68540 1.56910
C 1.47913 -1.85995 0.99493
C -1.67499 -3.69150 0.22828
H -1.57509 -3.94313 -0.83658
H -2.66518 -3.24745 0.38976
H -1.64562 -4.63873 0.79179
C -1.99680 -1.20006 2.17103
H -2.77521 -1.97152 2.12895
H -2.37576 -0.30572 1.65156
H -1.84376 -0.92977 3.22590
C 0.84366 -0.00145 2.69568
H 0.71052 -0.29965 3.74896
H 0.17050 0.85210 2.51324
H 1.87788 0.34555 2.58173
C 2.94562 -1.67384 0.95430
H 3.45878 -2.37372 1.63391
H 3.23017 -0.65950 1.25451
H 3.33643 -1.85843 -0.05536
C 1.35426 -3.88431 -0.59848
H 1.66874 -4.78292 -0.04518
H 2.24026 -3.48654 -1.10810
H 0.63054 -4.20305 -1.35817
C -1.41941 2.02024 -5.27687
C -1.80079 0.64195 -4.85212
C -1.11562 -0.51563 -5.56495
C 0.41797 -0.54518 -5.74438
C 1.09195 0.68844 -6.29378
C 0.53292 1.64880 -7.20114
C -0.88018 1.64833 -7.75370
C -1.89204 2.23433 -6.74741
H -1.56370 -0.62065 -6.56855
H 0.67364 -1.40336 -6.39344
H -1.39478 -1.45025 -5.05578
H -2.88392 1.79162 -6.92043
H -1.85581 2.76916 -4.59933
H -2.87574 0.53548 -5.13471
H -1.98572 3.31039 -6.94506
H -0.88136 2.29909 -8.64182
H 1.27065 2.13940 -7.83591
H -1.19386 0.66128 -8.12302
H 0.89099 -0.77467 -4.77216
H 2.18540 0.61538 -6.30098
P -2.72260 0.11374 -2.97690
P 2.34992 3.46346 -0.72292
C 0.74246 3.15833 -3.23184
C 2.12118 3.41387 -2.64552
H 0.18695 2.40002 -2.66063
H 0.14470 4.07933 -3.27891
H 2.82061 2.63264 -2.98887
H 2.47864 4.40852 -2.96805
C 4.07837 4.05594 -0.67500
H 4.72888 3.27319 -0.27093
H 4.09981 4.93074 -0.01217
H 4.40124 4.35271 -1.67960
C 2.57717 1.65053 -0.49017
H 2.79799 1.15202 -1.44466
H 1.65368 1.21992 -0.07542
H 3.40356 1.48007 0.21158
C -4.40949 -0.51398 -3.34112
H -4.43215 -1.61206 -3.35995
H -4.76706 -0.10004 -4.29017
H -5.04802 -0.13736 -2.52748
C -1.94434 -1.47771 -2.51945
H -1.83206 -1.48367 -1.42688
H -0.94391 -1.56272 -2.96186
H -2.58429 -2.31867 -2.82574
C -2.85336 4.46635 0.16269
Si -1.78704 3.09394 0.90544
C -0.13084 3.86074 1.41550
C -2.60175 2.43809 2.48316
C -1.60444 1.74625 -0.35061
H -2.91828 5.33013 0.84089
H -3.87762 4.11947 -0.03355
H -2.43300 4.82058 -0.78961
H -0.28820 4.56294 2.25023
H 0.59461 3.10576 1.75221
H 0.33386 4.42734 0.59072
H -3.35940 1.68124 2.23637
H -1.87549 1.97629 3.16840
H -3.10339 3.24811 3.03371
H -0.84559 0.95290 -0.33070
H -2.28457 1.59793 -1.19888
```

**2S+1**: 3
**Gap between HOMO and LUMO (alpha / beta)**: 4.00 / 3.91 eV
**Charge**: +1
**Calculated total energy**: -2206.6584 Ha

Results of the Mulliken charge analysis, in e, for atoms 1 through 5: Au 0.318; C 0.504; C 0.184; C 0.650; C 0.476

---

DFT (ωB97M-V with the def2-TZVPD basis set) results for a single CH6N2OP2 molecule.

Geometry as XYZ:
```
12
Properties=species:S:1:pos:R:3
H -3.18169 1.57875 -0.91502
N -2.77722 0.63881 -0.98741
P -1.76203 0.44668 0.16761
N -0.99906 -0.94229 -0.25755
P 0.43175 -1.39806 0.77976
O 1.64242 -0.57685 0.06445
C 1.82135 0.76796 0.46914
H -1.57805 -1.59528 -0.84435
H 0.67955 -2.45649 -0.10748
H 0.93799 1.43867 0.44201
H 2.47601 1.25291 -0.28847
H 2.30899 0.84519 1.47732
```

**Gap between HOMO and LUMO**: 9.92 eV
**Charge**: 0
**Calculated total energy**: -909.1466 Ha

Results of the Mulliken charge analysis, in e, for atoms 1 through 5: H 0.239; N -0.566; P 0.187; N -0.284; P 0.115

---

DFT (ωB97M-V with the def2-TZVPD basis set) results for a 12-piece molecular cluster, C5H34NO12 overall.

Geometry as XYZ:
```
52
Properties=species:S:1:pos:R:3
C -2.75096 0.18036 -0.67302
N -1.57513 -0.62453 -0.34990
C -0.27287 0.09011 -0.30163
C 0.86907 -1.00027 0.16081
C 1.79383 -0.46368 1.24773
O 2.64049 0.63514 0.78718
C 0.13242 0.66985 -1.73857
H -3.05461 0.07856 -1.73941
H -2.43330 1.30625 -0.64376
H -3.50540 -0.06797 0.14673
H -1.41381 -1.41741 -0.97745
H -0.44419 0.86258 0.46754
H 0.46949 -1.98872 0.38983
H 1.56036 -1.19850 -0.66429
H 1.11491 0.03799 2.09866
H 2.57870 -1.24475 1.74587
H -0.38478 0.10824 -2.53535
H 1.14136 0.40169 -2.04716
H -0.33442 1.69967 -1.99787
H -1.06779 4.04360 -0.31332
H -0.22677 2.81198 -0.32429
O -1.12337 3.16801 -0.64684
H -2.11844 0.22099 1.81736
H -1.73077 1.10906 2.89012
O -2.34753 0.35833 2.65020
H -3.02783 -1.68728 3.14605
H -2.93719 -2.19137 1.63738
O -2.46350 -2.33999 2.53326
H -0.84122 -3.59281 -1.16293
H -1.46745 -3.74308 0.27497
O -1.34544 -4.21970 -0.57577
H 2.48730 1.76985 -1.54431
H 3.11860 0.67026 -0.67627
O 3.15121 1.01133 -1.56238
H 2.05873 1.51004 0.91266
H 1.50426 3.60460 1.29600
O 1.22473 2.74045 0.84952
H -0.44008 -3.32076 1.91774
H -0.68775 -3.25024 3.30747
O -0.12377 -3.66539 2.80364
H 2.34066 -0.38273 -2.20531
H 3.39423 -1.41398 -2.58445
O 2.55369 -1.07694 -2.83480
H -0.18152 2.46401 1.42289
H -0.75546 3.09314 2.79669
O -1.07699 2.57499 1.99198
H 3.03083 3.47943 -1.19213
H 1.54819 3.08165 -0.47842
O 2.07454 3.40624 -1.46702
H 0.49902 -2.52347 -2.38913
H -0.75407 -3.24142 -3.16560
O -0.40020 -2.53345 -2.50093
```

**Gap between HOMO and LUMO**: 8.42 eV
**Charge**: -1
**Calculated total energy**: -1168.4542 Ha

Results of the Mulliken charge analysis, in e, for atoms 1 through 5: C -0.937; N -0.340; C 3.815; C -0.439; C -0.710

---

DFT (ωB97M-V with the def2-TZVPD basis set) results for C4H7NO2 as an isolated structure.

Geometry as XYZ:
```
14
Properties=species:S:1:pos:R:3
C -2.10089 0.62471 -0.08593
C -0.97883 -0.27885 0.37326
O -0.43295 -1.10707 -0.53292
C 1.07829 -1.06498 -0.41008
C 1.40226 0.30570 0.08054
N 2.63752 0.50922 -0.18152
O 0.38932 0.85946 0.72390
H -2.20873 1.40563 0.67189
H -3.08528 0.14879 -0.21951
H -1.80702 1.07298 -1.03608
H -1.08290 -0.68328 1.38534
H 1.50015 -1.24467 -1.39885
H 1.45536 -1.79228 0.32846
H 3.16181 1.19275 0.33987
```

**Gap between HOMO and LUMO**: 10.43 eV
**Charge**: 0
**Calculated total energy**: -361.7876 Ha

Results of the Mulliken charge analysis, in e, for atoms 1 through 5: C -1.110; C 0.400; O -0.363; C -0.220; C 0.452

---

DFT (ωB97M-V with the def2-TZVPD basis set) results for C31H47NO3P2STc as an isolated structure.

Geometry as XYZ:
```
86
Properties=species:S:1:pos:R:3
Tc 0.64621 -0.91792 -0.78465
C -0.85411 0.30822 1.33356
C -0.58925 -1.09279 0.97859
C 1.39205 -0.04171 1.63313
C 0.34920 0.91289 1.71033
C 0.82620 -1.33621 1.27068
C -2.18653 0.90224 1.49379
H -2.92187 0.44697 0.82215
H -2.13665 1.98073 1.26997
H -2.56134 0.80613 2.52752
C 0.45228 2.26164 2.32469
H -0.31712 2.92206 1.90560
H 1.43339 2.69690 2.11420
H 0.30126 2.22939 3.41644
C 2.76225 0.19151 2.12598
H 2.81419 0.12310 3.22330
H 3.08625 1.20660 1.86008
H 3.47478 -0.52481 1.70571
C 1.44048 -2.67339 1.49403
H 1.29082 -3.01576 2.52515
H 2.51787 -2.64043 1.28903
H 0.98903 -3.42229 0.83228
C -1.66745 -2.11674 1.12006
H -1.88022 -2.27432 2.18997
H -1.39130 -3.07710 0.67453
H -2.59729 -1.75969 0.66547
C 0.02545 0.51886 -2.24613
C -1.11793 -0.12609 -1.73759
C -1.89791 -1.22969 -2.40423
C -1.25706 -2.64112 -2.39174
C 0.10556 -2.72164 -1.75759
C 1.29333 -2.17663 -2.34107
C 1.31260 -1.26271 -3.54962
C 0.69050 0.13198 -3.54837
H -2.11228 -0.96328 -3.44489
H -1.24662 -3.03039 -3.42863
H -2.87267 -1.28351 -1.88016
H -0.00997 0.23602 -4.40029
H 0.12686 1.57970 -1.97203
H -1.74471 0.52504 -1.12089
H 1.49430 0.86543 -3.73351
H 2.38676 -1.08308 -3.73757
H 2.22261 -2.75336 -2.21714
H 0.83407 -1.81559 -4.38725
H -1.92980 -3.32385 -1.82949
H 0.24911 -3.64180 -1.18681
P 2.16127 -1.70118 -6.06413
P 4.26672 -2.98037 -4.26813
C 3.40293 -2.76730 -6.94209
C 4.67049 -2.74987 -6.10235
H 3.56908 -2.35919 -7.94924
H 2.99474 -3.78832 -7.03366
H 5.38377 -3.52736 -6.41529
H 5.17151 -1.76848 -6.17944
C 6.08039 -3.04474 -3.88115
H 6.22962 -3.43464 -2.86817
H 6.46656 -2.01661 -3.94641
H 6.61654 -3.67789 -4.60530
C 3.94645 -4.79266 -4.37373
H 4.57851 -5.25416 -5.14086
H 2.89205 -4.97092 -4.61240
H 4.17489 -5.23997 -3.39946
C 2.50145 -0.03054 -6.71544
H 1.75041 0.65739 -6.29534
H 2.42403 -0.04417 -7.81467
H 3.50428 0.30850 -6.41538
C 0.66397 -2.26982 -6.90006
H 0.64576 -3.36879 -6.88796
H 0.67016 -1.89394 -7.93025
H -0.22113 -1.90056 -6.36896
O -2.42716 5.63914 2.58316
S -2.90618 4.98323 1.39516
O -4.25850 4.48785 1.37568
N -1.83393 3.86737 0.85762
C -1.21189 4.10192 -0.33078
O -0.33464 3.38060 -0.84605
C -1.72784 5.38868 -0.89019
C -1.37226 6.03935 -2.07911
C -1.98214 7.25730 -2.40034
C -2.90554 7.84816 -1.51886
C -3.22940 7.21097 -0.30748
C -2.62935 5.98382 -0.03445
H -0.62640 5.55707 -2.71132
H -1.73665 7.74837 -3.34381
H -3.37870 8.80653 -1.77199
H -3.91658 7.61986 0.42722
```

**2S+1**: 4
**Gap between HOMO and LUMO (alpha / beta)**: 5.78 / 5.05 eV
**Charge**: +2
**Calculated total energy**: -2650.7924 Ha

Results of the Mulliken charge analysis, in e, for atoms 1 through 5: Tc -0.235; C 1.012; C 2.298; C 0.706; C 0.439

---

DFT (ωB97M-V with the def2-TZVPD basis set) results for a single C3H8N2O molecule.

Geometry as XYZ:
```
14
Properties=species:S:1:pos:R:3
C 1.67834 -0.57930 0.20257
C 0.30386 0.10117 0.20198
N 0.33766 1.34843 -0.56296
C -0.70272 -0.81662 -0.43578
N -1.95833 -0.72332 -0.36302
O -2.37631 0.39037 0.38840
H 1.53575 -1.59269 0.64729
H 2.40504 -0.02575 0.82077
H 2.04130 -0.72716 -0.82869
H -0.01885 0.20992 1.24359
H 1.04462 1.92287 -0.13862
H -0.56806 1.80566 -0.39983
H -0.39147 -1.64717 -1.08253
H -3.33082 0.33359 0.30681
```

**Gap between HOMO and LUMO**: 10.62 eV
**Charge**: 0
**Calculated total energy**: -303.7940 Ha

Results of the Mulliken charge analysis, in e, for atoms 1 through 5: C -1.461; C 0.714; N -0.717; C -0.252; N -0.505

---

DFT (ωB97M-V with the def2-TZVPD basis set) results for C5H10I2N as an isolated structure.

Geometry as XYZ:
```
18
Properties=species:S:1:pos:R:3
C -1.25063 0.31178 0.39824
C -1.01238 0.65125 -0.98957
C 0.11686 0.01959 -0.14096
C 1.31654 0.88263 0.14301
C 0.23312 -2.29109 1.07909
N 0.24080 -1.42489 -0.32434
I 2.22777 -3.02898 1.51427
I -1.27782 -3.82329 0.81218
H -1.32446 1.23030 1.03378
H -2.04652 -0.43237 0.57618
H -1.60623 0.04313 -1.72248
H -1.02595 1.73513 -1.38623
H 2.17075 0.36993 -0.38255
H 1.48463 0.85749 1.31798
H 1.19497 1.96115 -0.03051
H 0.03675 -1.59838 1.80601
H -0.74221 -1.55090 -0.72643
H 0.89946 -1.88559 -0.98528
```

**Gap between HOMO and LUMO**: 9.13 eV
**Charge**: +1
**Calculated total energy**: -846.3119 Ha

Results of the Mulliken charge analysis, in e, for atoms 1 through 5: C -0.270; C -0.818; C 0.394; C -1.335; C -0.770